Entry one
Below is a molecular structure, C47H35Br2N4ORuSb, with properties calculated with wB97M-V/def2-TZVPD.

Properties
⟨S²⟩ ... 6.06
Kohn-Sham gap (alpha / beta) ... 6.42 / 5.62 eV

```
! RIJCOSX wB97M-V def2-TZVPD def2/J DEFGRID3
* xyz 2 5
Ru -0.838 -0.782 -0.681
Br 3.046 -3.014 -3.131
C 2.075 -3.680 -1.700
C 2.372 -4.919 -1.149
C 1.661 -5.409 -0.070
Br 2.127 -7.066 0.630
C 0.582 -4.661 0.517
C -0.185 -5.073 1.621
C -1.166 -4.242 2.105
C -1.394 -3.011 1.489
N -0.709 -2.615 0.423
C 0.276 -3.421 -0.049
C 1.022 -2.889 -1.163
O 0.726 -1.740 -1.602
H 3.178 -5.506 -1.568
H 0.011 -6.027 2.089
H -1.757 -4.518 2.966
H -2.135 -2.322 1.872
N -0.806 0.641 -1.897
C -0.597 0.988 -3.111
C -0.239 -0.052 -4.108
C 0.831 0.148 -4.977
C 1.176 -0.842 -5.883
C 0.443 -2.021 -5.940
C -0.633 -2.217 -5.083
C -0.969 -1.238 -4.163
C -0.728 2.397 -3.516
C -0.976 2.725 -4.852
C -1.134 4.050 -5.221
C -1.036 5.053 -4.267
C -0.787 4.734 -2.936
C -0.640 3.414 -2.560
H 1.394 1.072 -4.938
H 2.009 -0.689 -6.555
H 0.702 -2.782 -6.663
H -1.219 -3.124 -5.148
H -1.824 -1.371 -3.510
H -1.067 1.945 -5.595
H -1.336 4.301 -6.253
H -1.152 6.088 -4.560
H -0.707 5.520 -2.196
H -0.440 3.160 -1.528
N -4.771 -0.121 0.780
C -3.770 -0.839 0.250
N -2.652 -0.147 0.166
C -2.951 1.128 0.654
C -2.162 2.271 0.767
C -2.747 3.392 1.315
C -4.090 3.394 1.732
C -4.886 2.276 1.606
C -4.285 1.147 1.056
H -5.711 -0.453 0.927
H -3.891 -1.863 -0.066
H -1.135 2.283 0.434
H -2.161 4.295 1.422
H -4.509 4.297 2.152
H -5.923 2.280 1.914
C 5.294 -1.972 1.617
C 4.676 -1.753 0.394
C 3.421 -1.161 0.349
C 2.779 -0.783 1.528
C 3.412 -0.991 2.751
C 4.665 -1.586 2.793
Sb 0.895 0.173 1.376
C 1.320 2.220 1.645
C 1.301 2.826 2.897
C 1.578 4.182 3.009
C 1.873 4.930 1.877
C 1.895 4.326 0.627
C 1.616 2.972 0.510
C -0.029 -0.409 3.184
C 0.310 -1.616 3.793
C -0.382 -2.055 4.914
C -1.425 -1.297 5.429
C -1.775 -0.098 4.822
C -1.083 0.344 3.703
H 6.273 -2.433 1.654
H 5.175 -2.032 -0.525
H 2.960 -0.970 -0.615
H 2.942 -0.679 3.676
H 5.156 -1.737 3.745
H 1.076 2.251 3.788
H 1.570 4.654 3.983
H 2.092 5.985 1.971
H 2.136 4.907 -0.254
H 1.636 2.504 -0.470
H 1.126 -2.217 3.405
H -0.098 -2.982 5.396
H -1.957 -1.634 6.309
H -2.580 0.501 5.228
H -1.365 1.286 3.244
*
```

Mulliken analysis output, partial charges in e: 0.69 -0.01 0.19 -0.29 -0.11 -0.10 0.83 -0.89 -1.30 -0.07 0.22 -0.02 -0.16 0.21 0.51 0.41 0.51 0.48 -0.17 -0.26 0.43 -0.22 -0.94 -0.54 -0.79 -0.20 0.47 -0.46 -0.88 -0.54 -1.03 0.22 0.58 0.44 0.45 0.48 0.52 0.53 0.45 0.43 0.48 0.38 -0.07 -1.02 0.86 0.17 0.53 -1.30 -0.69 -1.14 0.87 0.26 0.58 -0.13 0.59 0.46 0.46 -0.66 -0.70 -0.58 0.72 -0.61 -0.74 1.27 0.93 -0.67 -0.71 -0.69 -0.52 -0.55 0.78 -0.86 -0.78 -0.73 -0.83 -0.38 0.44 0.46 0.40 0.46 0.44 0.43 0.46 0.44 0.49 0.43 0.57 0.52 0.43 0.50 0.47

Entry two
Below is a molecular structure, C47H35Br2N4ORuSb, with properties calculated with wB97M-V/def2-TZVPD.

Properties
⟨S²⟩ ... 6.06
Kohn-Sham gap (alpha / beta) ... 7.87 / 5.79 eV

```
! RIJCOSX wB97M-V def2-TZVPD def2/J DEFGRID3
* xyz 2 5
Ru 0.754 -0.021 -0.523
Br 3.656 0.954 3.116
C 2.242 -0.151 3.607
C 2.095 -0.560 4.912
C 1.045 -1.389 5.274
Br 0.906 -1.893 7.059
C 0.090 -1.859 4.309
C -0.969 -2.728 4.620
C -1.810 -3.133 3.620
C -1.592 -2.663 2.322
N -0.610 -1.839 1.999
C 0.216 -1.443 2.973
C 1.310 -0.553 2.586
O 1.472 -0.147 1.420
H 2.801 -0.234 5.663
H -1.109 -3.070 5.636
H -2.636 -3.804 3.819
H -2.254 -2.968 1.518
N 2.500 0.300 -1.053
C 3.541 -0.443 -0.873
C 3.280 -1.805 -0.324
C 3.971 -2.269 0.791
C 3.555 -3.433 1.423
C 2.467 -4.151 0.936
C 1.803 -3.716 -0.203
C 2.207 -2.545 -0.830
C 4.895 0.027 -1.159
C 5.933 -0.887 -1.357
C 7.208 -0.435 -1.657
C 7.453 0.928 -1.751
C 6.424 1.845 -1.553
C 5.149 1.400 -1.265
H 4.806 -1.700 1.179
H 4.087 -3.787 2.299
H 2.159 -5.065 1.429
H 0.987 -4.300 -0.612
H 1.746 -2.237 -1.762
H 5.738 -1.952 -1.300
H 8.009 -1.145 -1.822
H 8.451 1.281 -1.980
H 6.625 2.907 -1.624
H 4.340 2.102 -1.105
N -0.648 -0.085 -4.477
C -0.275 -0.645 -3.321
N 0.060 0.271 -2.432
C -0.085 1.511 -3.061
C 0.126 2.798 -2.571
C -0.152 3.841 -3.428
C -0.620 3.616 -4.734
C -0.826 2.346 -5.226
C -0.544 1.296 -4.357
H -0.946 -0.598 -5.292
H -0.275 -1.711 -3.159
H 0.494 2.965 -1.570
H -0.007 4.860 -3.093
H -0.822 4.468 -5.372
H -1.177 2.179 -6.237
C -3.456 4.576 -2.279
C -3.482 3.321 -2.873
C -3.066 2.205 -2.159
C -2.632 2.347 -0.844
C -2.607 3.605 -0.248
C -3.021 4.719 -0.966
Sb -1.821 0.720 0.205
C -2.881 -0.910 -0.610
C -4.229 -0.840 -0.956
C -4.849 -1.928 -1.558
C -4.125 -3.085 -1.826
C -2.779 -3.159 -1.486
C -2.160 -2.073 -0.881
C -2.416 0.963 2.205
C -1.670 1.777 3.056
C -2.055 1.935 4.382
C -3.181 1.277 4.860
C -3.924 0.461 4.014
C -3.545 0.304 2.688
H -3.783 5.444 -2.836
H -3.831 3.209 -3.892
H -3.096 1.229 -2.630
H -2.289 3.729 0.783
H -3.014 5.695 -0.498
H -4.802 0.061 -0.766
H -5.898 -1.872 -1.821
H -4.611 -3.929 -2.298
H -2.219 -4.068 -1.681
H -1.121 -2.142 -0.563
H -0.783 2.292 2.698
H -1.479 2.576 5.038
H -3.482 1.404 5.892
H -4.805 -0.047 4.387
H -4.133 -0.333 2.034
*
```

Mulliken analysis output, partial charges in e: 1.58 -0.06 -0.10 -0.43 0.10 -0.09 1.07 -1.09 -1.23 -0.15 0.66 -1.11 0.76 -0.29 0.52 0.41 0.54 0.31 -0.77 0.51 -0.08 -0.23 -0.95 -0.64 -0.66 -0.10 0.85 -0.19 -0.90 -0.39 -0.75 -0.56 0.61 0.47 0.49 0.48 0.62 0.46 0.42 0.42 0.43 0.44 -0.06 -1.01 0.08 0.57 -0.56 -0.83 -0.67 -1.06 0.75 0.27 0.53 0.50 0.46 0.46 0.47 -0.68 -0.75 -0.46 0.81 -0.77 -0.67 1.68 0.81 -0.34 -0.71 -0.78 -0.84 -0.72 0.67 -0.46 -0.74 -0.62 -0.75 -0.53 0.44 0.44 0.38 0.35 0.46 0.52 0.45 0.43 0.52 0.29 0.52 0.46 0.44 0.45 0.42

entry one takes first place; second place is 0.0304 hartree up.

Entry one
Below is a molecular structure, C2H2CdO2, with properties calculated with wB97M-V/def2-TZVPD.

Properties
Kohn-Sham gap (alpha / beta) ... 5.96 / 4.52 eV

```
! RIJCOSX wB97M-V def2-TZVPD def2/J DEFGRID3
* xyz 0 1
O 0.986 -0.787 1.885
C -0.001 -0.722 1.099
C -0.264 0.054 0.077
O -0.479 -0.156 -1.274
Cd -2.244 -0.281 -0.572
H 1.687 0.866 0.455
H 2.023 0.458 1.182
*
```

natural (NBO) analysis output, partial charges in e: -0.49 0.35 -0.13 -0.69 0.97 -0.07 0.05

Entry two
Below is a molecular structure, C2H2CdO2, with properties calculated with wB97M-V/def2-TZVPD.

Properties
Kohn-Sham gap (alpha / beta) ... 4.78 / 4.50 eV

```
! RIJCOSX wB97M-V def2-TZVPD def2/J DEFGRID3
* xyz 0 1
H -1.513 0.353 -0.912
O 1.019 -0.941 0.616
C -0.272 -0.682 0.301
C -0.622 0.516 -0.243
O 0.334 1.400 -0.596
H -1.052 -1.357 0.689
Cd 2.106 0.711 0.146
*
```

natural (NBO) analysis output, partial charges in e: 0.17 -0.89 0.06 0.00 -0.89 0.17 1.37

entry two takes first place; second place is 0.1881 hartree up.

Entry one
Below is 3 unconnected molecules or ions with the total composition C3H13N2O3, with properties calculated with wB97M-V/def2-TZVPD.

Properties
Kohn-Sham gap ... 10.92 eV

```
! RIJCOSX wB97M-V def2-TZVPD def2/J DEFGRID3
* xyz 1 1
O 2.268 -1.331 0.504
C 1.314 -0.912 -0.102
N 0.709 -1.654 -1.090
C 0.846 0.556 -0.157
N 0.894 1.133 1.198
C 0.180 2.427 1.187
H 0.956 -2.637 -1.086
H -0.276 -1.551 -1.312
H 1.619 0.993 -0.847
H -0.137 0.760 -0.618
H 1.892 1.257 1.444
H 0.510 0.512 1.969
H -0.857 2.514 0.821
H 0.702 3.253 0.736
H -0.053 2.615 2.247
H -3.858 -0.095 -2.052
H -2.463 -0.166 -2.740
O -2.924 -0.267 -1.901
H -2.158 -1.173 0.651
H -2.360 0.388 0.399
O -1.739 -0.311 0.627
*
```

natural (NBO) analysis output, partial charges in e: -0.57 0.65 -0.81 -0.33 -0.50 -0.45 0.41 0.41 0.26 0.26 0.46 0.47 0.25 0.25 0.24 0.49 0.48 -0.97 0.50 0.50 -0.99

Entry two
Below is 3 unconnected molecules or ions with the total composition C3H13N2O3, with properties calculated with wB97M-V/def2-TZVPD.

Properties
Kohn-Sham gap ... 11.25 eV

```
! RIJCOSX wB97M-V def2-TZVPD def2/J DEFGRID3
* xyz 1 1
N 0.577 -0.632 0.346
C 0.169 0.159 -0.957
C 0.409 -0.691 -2.199
C -1.287 0.371 -0.778
N -1.883 1.443 -1.278
O -1.963 -0.229 0.037
H 1.566 -0.692 0.395
H 0.158 -1.643 0.282
H 0.165 -0.234 1.324
H 0.813 1.165 -0.968
H -0.161 -0.183 -3.008
H -0.178 -1.594 -2.186
H 1.378 -0.887 -2.541
H -2.904 1.434 -1.148
H -1.325 1.938 -2.018
H -0.456 0.523 3.521
H -1.423 0.502 2.429
O -0.429 0.513 2.579
H 3.860 0.085 1.416
H 3.236 -1.199 2.020
O 3.475 -0.775 1.210
*
```

natural (NBO) analysis output, partial charges in e: -0.74 -0.12 -0.64 0.62 -0.78 -0.64 0.45 0.44 0.49 0.26 0.24 0.24 0.25 0.44 0.40 0.51 0.51 -0.94 0.49 0.48 -0.96

entry two takes first place; second place is 0.0139 hartree up.

Entry one
Below is a molecular structure, CH3FO2S, with properties calculated with wB97M-V/def2-TZVPD.

Properties
Kohn-Sham gap ... 9.94 eV

```
! RIJCOSX wB97M-V def2-TZVPD def2/J DEFGRID3
* xyz 0 1
C -0.236 -0.354 1.178
O 1.328 1.232 -0.730
O -1.019 0.826 -1.780
F 0.599 -1.037 -1.550
S 0.180 0.475 -1.012
H -0.769 -1.198 1.012
H 0.831 -0.395 1.506
H -0.914 0.452 1.377
*
```

natural (NBO) analysis output, partial charges in e: -0.58 -0.87 -0.85 -0.51 2.17 0.19 0.23 0.21

Entry two
Below is 2 unconnected molecules or ions with the total composition CH3FO2S, with properties calculated with wB97M-V/def2-TZVPD.

Properties
Kohn-Sham gap (alpha / beta) ... 8.33 / 8.06 eV

```
! RIJCOSX wB97M-V def2-TZVPD def2/J DEFGRID3
* xyz 0 1
C 0.707 -0.232 -0.073
O 1.854 0.441 -0.587
O -2.130 1.039 0.703
F -2.117 -1.355 0.102
S -1.731 0.178 -0.420
H 0.582 -1.132 -0.623
H 2.108 1.165 -0.095
H 0.727 -0.104 0.993
*
```

natural (NBO) analysis output, partial charges in e: -0.07 -0.68 -0.88 -0.52 1.31 0.19 0.48 0.18

entry one takes first place; second place is 0.0140 hartree up.